# 1
74
Properties=species:S:1:pos:R:3:lowdin_charge:R:1 method="wB97M-V/def2-TZVPD" lumo_energy_ev="-3.5 / -3.4" homo_energy_ha="-0.3623 / -0.3623" spin_multiplicity=4 orbital_gap_ev="6.38 / 6.45" total_charge=+1 e_above_lowest_ev=2.736
Er 1.06 -0.25 2.62 1.673
C -1.58 -0.81 3.47 -0.229
C -1.26 -1.92 2.64 -0.230
C 0.41 -1.73 4.25 -0.357
C -0.52 -0.67 4.44 -0.338
C 0.00 -2.45 3.06 -0.326
C -2.94 -0.25 3.65 -0.027
H -3.54 -0.28 2.73 0.073
H -2.92 0.79 3.98 0.087
H -3.52 -0.80 4.40 0.114
C -0.51 0.32 5.54 -0.020
H -1.34 1.03 5.46 0.091
H 0.43 0.91 5.58 0.068
H -0.63 -0.14 6.53 0.107
C 1.79 -1.76 4.83 -0.044
H 1.84 -2.28 5.79 0.114
H 2.20 -0.76 5.05 0.077
H 2.52 -2.29 4.19 0.093
C 0.78 -3.50 2.35 -0.030
H 0.77 -4.49 2.83 0.107
H 1.84 -3.23 2.25 0.077
H 0.40 -3.65 1.32 0.085
C -2.23 -2.67 1.79 -0.020
H -2.44 -3.68 2.20 0.109
H -1.86 -2.81 0.78 0.072
H -3.21 -2.17 1.74 0.077
C -1.15 2.11 0.13 -0.120
C -2.20 1.29 0.19 -0.108
C -2.50 0.08 -0.60 -0.156
C -1.40 -0.70 -1.45 -0.220
C -0.11 -1.09 -0.91 -0.141
C 0.97 -0.32 -0.79 -0.213
C 1.13 1.14 -0.90 -0.196
C -0.14 2.07 -0.91 -0.245
H -3.27 0.26 -1.36 0.123
H -1.25 -0.07 -2.37 -0.001
H -2.92 -0.64 0.12 0.084
H -0.71 1.85 -1.85 -0.008
H -0.99 2.82 0.96 0.111
H -2.86 1.41 1.07 0.103
H 0.29 3.09 -1.01 0.126
H 1.83 1.50 -0.11 0.095
H 1.91 -0.82 -0.46 0.102
H 1.65 1.40 -1.84 0.095
H -1.94 -1.61 -1.77 0.121
H 0.02 -2.16 -0.69 0.103
P -0.59 1.31 -3.73 0.778
C -0.77 3.10 -4.01 -0.252
C -1.76 0.64 -4.95 -0.255
P 1.75 -0.62 -4.02 0.865
C 1.03 1.04 -4.51 -0.560
C 1.06 -1.51 -5.52 -0.307
C 3.33 -0.30 -4.93 -0.322
H 0.10 3.64 -3.62 0.052
H -1.70 3.44 -3.55 0.055
H -0.83 3.20 -5.10 0.042
H -1.59 1.24 -5.85 0.041
H -2.78 0.84 -4.58 0.053
H -1.61 -0.42 -5.14 0.030
H 3.11 -0.06 -5.98 0.039
H 3.92 -1.23 -4.90 0.035
H 3.88 0.52 -4.48 0.035
H 1.72 1.86 -4.27 0.058
H 0.81 1.04 -5.60 0.052
H 1.61 -2.46 -5.59 0.040
H 1.28 -0.91 -6.41 0.036
H -0.02 -1.69 -5.45 0.015
F 1.73 3.08 1.83 0.020
C 1.42 2.26 2.90 -0.406
F 0.73 3.07 3.79 0.032
C 2.73 1.88 3.54 -0.529
F 2.58 1.53 4.86 0.115
F 3.25 0.67 2.91 -0.025
F 3.70 2.76 3.45 0.207

---

# 2
113
Properties=species:S:1:pos:R:3:lowdin_charge:R:1 method="wB97M-V/def2-TZVPD" lumo_energy_ev=-1.8 homo_energy_ha=-0.3458 orbital_gap_ev=7.60 e_above_lowest_ev=4.583
C -5.05 -7.85 0.89 0.030
C -5.58 -6.53 1.40 -0.189
N -5.81 -5.42 0.40 -0.274
C -7.20 -5.45 -0.20 -0.242
C -8.43 -5.35 0.88 -0.116
S -5.34 -3.85 0.98 0.886
O -5.93 -3.45 2.35 -0.340
O -5.57 -2.75 -0.13 -0.348
F -3.60 -3.91 1.17 -0.245
H -5.64 -8.87 1.03 0.083
H -3.96 -7.82 0.39 0.090
H -5.79 -6.41 2.57 0.137
H -7.27 -4.56 -0.99 0.141
H -7.33 -6.46 -0.80 0.140
H -8.25 -5.89 1.90 0.078
H -9.36 -5.89 0.38 0.092
H -8.80 -4.23 1.08 0.096
C 0.56 -1.55 -2.17 0.028
C 1.43 -1.77 -1.19 0.016
C 0.98 -2.06 0.19 -0.373
O 1.78 -2.27 1.09 0.086
C -0.48 -2.10 0.43 0.033
C -1.35 -1.87 -0.55 0.032
C -0.90 -1.58 -1.93 -0.372
O -1.70 -1.38 -2.83 0.107
H 0.87 -1.34 -3.19 0.086
H 2.50 -1.75 -1.35 0.114
H -0.79 -2.31 1.44 0.089
H -2.42 -1.89 -0.39 0.112
C -2.17 -0.28 5.03 0.030
C -2.93 0.06 6.07 0.026
C -4.08 -0.77 6.50 -0.386
O -4.77 -0.45 7.45 0.095
C -4.35 -2.00 5.73 0.027
C -3.59 -2.35 4.68 0.025
C -2.44 -1.51 4.26 -0.351
O -1.74 -1.83 3.31 0.095
H -1.33 0.32 4.70 0.090
H -2.75 0.96 6.65 0.121
H -5.19 -2.60 6.05 0.124
H -3.77 -3.24 4.11 0.106
C 6.37 1.32 0.52 0.023
C 7.06 0.60 1.42 0.024
C 6.48 -0.61 2.04 -0.369
O 7.11 -1.26 2.86 0.090
C 5.11 -0.99 1.64 0.039
C 4.42 -0.27 0.75 0.029
C 5.00 0.93 0.12 -0.378
O 4.37 1.59 -0.70 0.090
H 6.78 2.20 0.06 0.123
H 8.06 0.86 1.72 0.123
H 4.70 -1.88 2.11 0.126
H 3.42 -0.54 0.44 0.089
C 1.76 1.00 -6.81 0.033
C 2.42 2.16 -6.93 0.029
C 3.15 2.75 -5.78 -0.372
O 3.75 3.80 -5.89 0.090
C 3.12 2.00 -4.51 0.033
C 2.46 0.85 -4.39 0.030
C 1.73 0.26 -5.54 -0.370
O 1.13 -0.80 -5.43 0.095
H 1.22 0.56 -7.64 0.126
H 2.45 2.72 -7.86 0.099
H 3.66 2.45 -3.68 0.120
H 2.43 0.29 -3.46 0.105
C -0.05 3.55 3.92 0.024
C -0.42 4.84 3.88 0.023
C -1.55 5.28 3.05 -0.378
O -1.89 6.46 3.01 0.103
C -2.27 4.26 2.26 0.020
C -1.90 2.97 2.30 0.036
C -0.77 2.52 3.13 -0.376
O -0.43 1.35 3.17 0.073
H 0.78 3.21 4.52 0.122
H 0.09 5.60 4.45 0.123
H -3.10 4.60 1.66 0.090
H -2.41 2.21 1.73 0.125
C 10.84 -5.38 4.67 0.018
C 9.72 -6.10 4.70 0.018
C 8.43 -5.53 4.24 -0.383
O 7.40 -6.19 4.28 0.098
C 8.44 -4.14 3.74 0.022
C 9.56 -3.43 3.71 0.022
C 10.85 -3.99 4.17 -0.385
O 11.88 -3.33 4.13 0.095
H 11.79 -5.78 5.00 0.121
H 9.69 -7.12 5.07 0.121
H 7.49 -3.75 3.41 0.107
H 9.59 -2.40 3.34 0.113
C -7.41 3.94 2.81 0.028
C -6.18 4.11 2.31 0.027
C -5.84 3.68 0.94 -0.366
O -4.71 3.84 0.49 0.082
C -6.91 3.06 0.14 0.027
C -8.14 2.88 0.64 0.026
C -8.48 3.31 2.01 -0.381
O -9.61 3.16 2.46 0.105
H -7.68 4.25 3.81 0.125
H -5.39 4.57 2.89 0.119
H -6.64 2.75 -0.86 0.125
H -8.93 2.42 0.06 0.124
C 2.12 6.05 -10.96 0.021
C 2.78 7.20 -11.08 0.022
C 3.50 7.79 -9.93 -0.383
O 4.11 8.85 -10.04 0.101
C 3.47 7.05 -8.66 0.030
C 2.81 5.89 -8.54 0.028
C 2.08 5.31 -9.68 -0.376
O 1.48 4.25 -9.58 0.088
H 1.58 5.61 -11.79 0.122
H 2.81 7.76 -12.01 0.123
H 4.01 7.49 -7.83 0.126
H 2.78 5.34 -7.61 0.100

---

# 3
18
Properties=species:S:1:pos:R:3:lowdin_charge:R:1 method="wB97M-V/def2-TZVPD" lumo_energy_ev=-5.6 homo_energy_ha=-0.4998 orbital_gap_ev=8.03 total_charge=+1 e_above_lowest_ev=3.220
C 3.01 0.28 0.12 -0.005
C 2.06 1.21 -0.08 0.047
C 2.35 -1.00 0.33 -0.003
C 0.81 0.40 -0.05 -0.358
C -0.39 0.93 -0.14 0.045
C -2.63 0.69 0.60 0.185
C -1.61 -1.29 -0.35 0.019
N 1.06 -0.83 0.26 0.078
N -1.57 0.13 0.15 -0.087
H 4.05 0.37 -0.06 0.106
H 2.09 2.20 -0.44 0.108
H 2.60 -2.05 0.34 0.129
H -0.51 1.98 -0.49 0.162
H -3.59 0.21 0.47 0.120
H -2.70 1.78 0.92 0.155
H -1.38 -1.37 -1.42 0.125
H -2.63 -1.73 -0.37 0.112
H -1.02 -1.92 0.22 0.061

---

# 4
83
Properties=species:S:1:pos:R:3:lowdin_charge:R:1 method="wB97M-V/def2-TZVPD" lumo_energy_ev="2.4 / 2.4" homo_energy_ha="-0.1463 / -0.1407" spin_multiplicity=2 orbital_gap_ev="6.39 / 6.24" total_charge=-1 e_above_lowest_ev=0.000
V -0.19 -0.30 0.75 0.424
C 4.71 4.24 1.13 -0.058
C 3.95 2.94 0.98 -0.264
C 4.58 1.78 0.58 -0.016
C 3.88 0.57 0.42 -0.086
C 4.59 -0.62 -0.10 -0.288
O 4.12 -1.36 -0.96 0.098
C 5.97 -0.93 0.42 -0.144
C 6.35 -0.59 1.72 -0.027
C 7.60 -0.94 2.20 -0.084
C 8.50 -1.62 1.38 -0.102
C 8.13 -1.96 0.08 -0.089
C 6.87 -1.62 -0.38 -0.025
C 2.51 0.50 0.75 -0.283
O 1.81 -0.61 0.70 -0.176
C 1.86 1.70 1.14 -0.125
C 2.58 2.87 1.26 0.006
C 0.38 1.59 1.35 -0.375
N -0.45 1.53 0.23 -0.148
C -0.02 1.99 -1.07 -0.340
C 0.19 3.49 -1.22 -0.474
Te -1.29 4.79 -0.33 1.244
C 0.11 5.75 0.93 -0.568
C 0.01 5.67 2.31 -0.141
C 0.97 6.25 3.13 -0.085
C 2.05 6.92 2.57 -0.103
C 2.16 7.01 1.18 -0.115
C 1.19 6.44 0.37 -0.163
C -0.19 2.18 2.60 -0.186
C 0.60 2.39 3.74 -0.041
C 0.06 2.94 4.90 -0.112
C -1.29 3.26 4.96 -0.128
C -2.09 3.02 3.85 -0.107
C -1.55 2.49 2.69 -0.098
H 5.74 4.13 0.79 0.067
H 4.72 4.58 2.16 0.075
H 4.24 5.03 0.54 0.061
H 5.64 1.80 0.34 0.118
H 5.65 -0.06 2.35 0.119
H 7.89 -0.69 3.21 0.098
H 9.48 -1.89 1.75 0.095
H 8.82 -2.49 -0.56 0.096
H 6.55 -1.89 -1.38 0.113
H 2.06 3.78 1.58 0.116
H -0.74 1.63 -1.80 0.108
H 0.96 1.56 -1.36 0.116
H 0.27 3.75 -2.27 0.036
H 1.11 3.81 -0.73 0.026
H -0.81 5.11 2.77 0.077
H 0.88 6.16 4.20 0.101
H 2.80 7.37 3.20 0.096
H 3.00 7.53 0.74 0.098
H 1.28 6.51 -0.71 0.092
H 1.65 2.14 3.71 0.110
H 0.70 3.10 5.76 0.091
H -1.72 3.68 5.87 0.086
H -3.15 3.24 3.89 0.097
H -2.17 2.29 1.83 0.083
S -1.75 -1.07 1.94 0.050
O -0.11 -1.93 -0.71 -0.569
S 0.25 -3.06 0.25 0.976
C -1.06 -4.26 0.07 -0.377
C -1.52 -4.85 1.23 -0.086
C -2.54 -5.79 1.14 -0.077
C -3.09 -6.10 -0.09 -0.088
C -2.63 -5.48 -1.25 -0.077
C -1.60 -4.55 -1.17 -0.055
C 1.57 -3.94 -0.59 -0.354
C 2.05 -3.47 -1.80 -0.069
C 3.13 -4.12 -2.39 -0.076
C 3.70 -5.22 -1.77 -0.088
C 3.21 -5.68 -0.55 -0.085
C 2.15 -5.03 0.05 -0.078
H -1.12 -4.54 2.18 0.109
H -2.92 -6.26 2.04 0.102
H -3.89 -6.83 -0.16 0.098
H -3.07 -5.72 -2.21 0.101
H -1.24 -4.03 -2.05 0.118
H 1.62 -2.58 -2.23 0.115
H 3.53 -3.75 -3.32 0.106
H 4.54 -5.72 -2.23 0.097
H 3.67 -6.53 -0.06 0.099
H 1.77 -5.36 1.01 0.111

---

# 5
7
Properties=species:S:1:pos:R:3:lowdin_charge:R:1 method="wB97M-V/def2-TZVPD" lumo_energy_ev="-2.6 / -2.6" homo_energy_ha="-0.3307 / -0.3308" orbital_gap_ev="6.43 / 6.45" e_above_lowest_ev=5.695
C 0.55 0.68 1.01 -0.170
C -0.35 -0.06 1.31 -0.015
O 0.11 -0.84 -1.65 -1.202
S 1.16 0.25 -1.37 0.763
S -1.57 -0.66 -1.58 0.567
H 1.33 1.37 1.16 0.025
H -1.23 -0.75 1.12 0.032